45
Properties=species:S:1:pos:R:3:forces:R:3 method="wB97M-V/def2-TZVPD" energy_ha=-1486.4641 total_charge=0 e_lumo_ev=0.431 max_force_ha_per_bohr=0.018 homo_lumo_gap_ev=8.68
O 2.622525 1.030315 -1.674339 0.2 0.2 0.0
C 1.480883 0.709328 -1.469227 -0.1 0.1 -0.2
N 1.142939 -0.460943 -0.838390 0.0 -0.8 0.3
N 2.089756 -1.267726 -0.212488 -0.4 0.6 0.0
C 2.953271 -2.060680 -0.925318 -0.2 -0.1 -0.4
N 2.684372 -2.260354 -2.223918 -0.4 0.5 0.2
H 1.838784 -1.862124 -2.605335 0.1 0.0 0.1
C 3.407557 -3.210979 -3.041945 -0.1 -0.3 -0.2
C 2.712299 -4.532234 -3.094355 0.6 -0.2 0.7
C 2.761705 -5.608347 -2.258777 0.1 0.5 -0.4
C 1.850277 -6.557467 -2.782916 -0.3 0.1 -0.5
C 1.312828 -5.985853 -3.893002 -0.1 -0.7 0.4
O 1.822292 -4.757608 -4.089719 0.0 0.4 -0.3
H 0.589633 -6.335198 -4.602976 -0.1 0.0 -0.1
H 1.631522 -7.527524 -2.386723 -0.1 -0.2 0.0
H 3.372730 -5.704172 -1.385261 0.2 0.1 0.2
H 4.394818 -3.335050 -2.590096 -0.1 0.0 -0.2
H 3.503809 -2.800437 -4.049692 0.1 0.0 0.1
S 4.211843 -2.751749 -0.121152 0.6 -0.2 0.4
H 2.486575 -0.918924 0.655352 -0.1 -0.1 -0.3
H 0.185497 -0.608670 -0.542264 0.2 0.0 0.0
C 0.257618 1.509151 -1.895998 0.2 0.1 0.1
C -0.514285 1.930752 -0.675463 -0.2 0.0 0.0
C -0.012159 2.929931 0.150689 0.0 -0.1 -0.1
C -0.688202 3.302793 1.295188 -0.1 -0.1 0.0
C -1.890011 2.689997 1.645120 0.1 -0.1 -0.2
C -2.390205 1.689896 0.815623 0.0 0.1 0.1
C -1.707439 1.311260 -0.325141 0.1 0.1 -0.1
H -2.117603 0.534215 -0.956894 0.0 -0.1 -0.1
H -3.312242 1.191551 1.076511 -0.1 0.0 0.0
C -2.614273 3.092598 2.859591 -0.1 0.1 0.2
C -3.999641 3.236072 2.844450 0.1 0.0 0.0
C -4.679175 3.619370 3.985673 -0.1 0.0 0.0
C -3.987071 3.858741 5.161020 0.0 0.0 0.1
C -2.609870 3.715955 5.187815 0.0 0.1 0.1
C -1.927559 3.339251 4.046085 0.0 0.0 -0.1
H -0.854901 3.213846 4.076921 0.1 0.0 0.0
H -2.065335 3.898044 6.102801 0.0 0.0 0.1
H -4.518880 4.156249 6.052495 0.0 0.0 0.1
H -5.753004 3.733971 3.957890 -0.1 0.0 0.0
H -4.542692 3.067573 1.925676 0.0 0.0 -0.1
H -0.293207 4.093067 1.915961 0.0 0.1 0.1
H 0.916007 3.416166 -0.111798 0.1 0.1 0.0
H 0.611541 2.379428 -2.449667 0.0 -0.1 0.0
H -0.363323 0.896518 -2.552010 0.0 0.0 0.0